A 2-piece molecular cluster, C2H3IS overall at a distorted geometry, computed with ωB97M-V/def2-TZVPD.

Geometry as XYZ:
```
7
Properties=species:S:1:pos:R:3:lowdin_charge:R:1
C -0.3702 0.0662 0.2075 -0.1489
C 0.3635 -0.1295 -0.8437 0.0905
S 3.1526 0.5962 0.3882 -0.3457
I 2.1673 0.7040 2.4489 0.3011
H -1.2582 -0.5513 0.3107 0.0805
H -0.0253 0.8924 0.9148 -0.0110
H 0.5807 -0.4172 -1.8314 0.0336
```

Total charge: 0
Lowest unoccupied orbital energy (alpha / beta), eV: -2.06 / -2.06
Multiplicity: 1
HOMO level (alpha / beta), eV: -8.0 / -8.0
Energy above the lowest of the compared OMol25 structures with the same formula, charge and spin, eV: 3.497
Orbital gap (alpha / beta), eV: 5.942 / 5.941

---

One molecule with the formula C3H7NO2 at a distorted geometry, computed with ωB97M-V/def2-TZVPD.

Geometry as XYZ:
```
13
Properties=species:S:1:pos:R:3:lowdin_charge:R:1
O -2.8793 0.1955 0.1790 -0.0402
O -1.7365 -0.0769 -0.5296 -0.1834
N -0.4853 0.1262 0.3516 -0.0969
C 0.4472 -0.9948 0.0526 -0.1647
C 1.6112 0.0855 -0.0630 -0.0958
C 0.4585 1.1046 -0.2053 -0.1675
H -2.7339 -0.5234 0.8308 0.1025
H -0.0119 -1.4960 -0.8261 0.1034
H 0.3916 -1.8760 0.9020 0.1451
H 1.9478 0.1558 1.0048 0.1174
H 2.3167 -0.0119 -0.8541 0.0850
H 0.4663 1.9744 0.3702 0.0874
H 0.2076 1.3368 -1.2130 0.1079
```

SMILES: OON1CCC1
Total charge: 0
Lowest unoccupied orbital energy, eV: 1.06
Multiplicity: 1
HOMO level, eV: -9.6
Energy above the lowest of the compared OMol25 structures with the same formula, charge and spin, eV: 6.941
Orbital gap, eV: 10.681

---

C18H28N2O4 as an isolated structure at a distorted geometry, computed with ωB97M-V/def2-TZVPD.

Geometry as XYZ:
```
52
Properties=species:S:1:pos:R:3:lowdin_charge:R:1
C -5.6800 -1.4970 -1.0303 -0.0882
C -4.5219 -0.5761 -0.5397 -0.1789
O -3.5062 -0.3323 -1.5482 0.0066
C -2.4364 0.1726 -1.2884 -0.3088
C -1.4965 -0.1538 -2.3997 0.0919
C -0.3168 0.4883 -2.0998 -0.0324
C -0.0267 1.2148 -0.8726 -0.1912
C -0.9329 1.5841 -0.1917 -0.0741
C -2.2353 1.0419 -0.2453 -0.1904
O -3.1282 1.1954 0.7672 -0.1001
C -2.9260 2.1369 1.9884 -0.0546
C -2.1897 1.1878 2.8681 -0.0876
H -1.9251 1.4705 3.7775 0.0178
H -2.6129 0.2670 3.2291 0.0798
H -1.1206 0.8034 2.4452 0.1262
H -3.9207 2.1521 2.5078 0.1621
H -2.3047 2.7116 1.8050 -0.0229
H -0.6643 2.1419 0.8375 0.1730
C 1.5040 2.0530 -0.8517 -0.3126
O 1.5308 2.9011 0.1282 -0.0365
N 2.3700 1.4207 -1.6075 0.0878
H 2.1448 0.6402 -1.8248 -0.0396
C 3.7855 1.8745 -1.1856 -0.0825
H 3.7081 2.6505 -0.3693 0.1066
H 4.2773 2.2537 -2.4107 0.1897
C 4.6438 0.6052 -0.6483 -0.0788
C 3.8913 -0.1429 0.6199 -0.2965
N 2.7343 -0.5871 0.2816 -0.1582
C 2.9432 -2.1478 0.0401 -0.1258
C 1.7729 -2.8828 -0.3878 -0.2373
O 0.8434 -2.7692 0.5655 -0.1121
C 0.4783 -1.5953 0.8944 -0.2315
C 1.7864 -0.7384 1.4415 -0.0926
H 1.4464 0.1199 1.6386 0.0200
H 2.1712 -1.3095 2.3213 0.1411
H -0.1247 -1.4696 1.9090 0.1591
H 0.0212 -1.0402 0.0311 0.1112
H 1.9483 -3.8624 -0.4536 0.0957
H 1.2568 -2.2906 -1.3019 0.1831
H 3.5889 -1.9706 -0.8285 0.1065
H 3.5906 -2.7341 0.9179 0.1898
H 4.4669 -0.4745 1.4488 0.1044
H 3.4692 0.8490 1.2620 0.1755
H 5.5171 0.7781 -0.3565 0.0036
H 4.5469 -0.1501 -1.4537 0.0983
H 0.5976 0.3535 -2.9668 0.1679
H -1.7156 -0.6879 -3.0558 -0.0053
H -4.1195 -1.1418 0.4173 0.1647
H -5.0885 0.4993 -0.4005 0.1724
H -6.2651 -1.0091 -1.9818 0.1271
H -5.2649 -2.4156 -1.3920 0.0565
H -6.5119 -1.5882 -0.4503 0.0204
```

Total charge: 0
Lowest unoccupied orbital energy, eV: 0.79
Multiplicity: 1
HOMO level, eV: -7.3
Energy above the lowest of the compared OMol25 structures with the same formula, charge and spin, eV: 20.387
Orbital gap, eV: 8.071

---

C17H54O10 as an isolated structure at a distorted geometry, computed with ωB97M-V/def2-TZVPD.

Geometry as XYZ:
```
81
Properties=species:S:1:pos:R:3:lowdin_charge:R:1
C -9.7996 -25.6606 29.5576 -0.1126
C -8.9632 -24.3666 29.7539 -0.4008
C -9.5963 -23.4681 30.8711 -0.0234
O -7.6680 -24.7619 30.1404 -0.0302
H -9.7409 -26.4021 30.3543 0.0773
H -9.4630 -26.2643 28.7148 0.0454
H -10.8516 -25.4233 29.3993 0.0193
H -8.8482 -23.8353 28.8091 0.0852
H -9.8750 -24.0274 31.7642 0.0796
H -10.5521 -23.1109 30.4877 0.0749
H -8.9566 -22.6401 31.1768 0.0828
H -7.2022 -23.9560 30.3750 0.0868
C -9.4708 -29.0162 27.3006 -0.0351
C -9.9416 -27.5842 26.9350 -0.4848
C -8.8069 -26.5195 26.7904 -0.0305
O -10.6458 -27.7846 25.7482 -0.0240
H -8.8748 -29.0134 28.2132 0.0767
H -8.7746 -29.3915 26.5506 0.0835
H -10.2686 -29.7186 27.5417 0.0748
H -10.6455 -27.3126 27.7217 0.0448
H -8.4802 -26.1196 27.7502 0.0598
H -9.1176 -25.6504 26.2106 -0.0322
H -7.9454 -26.9993 26.3259 0.0880
H -10.9547 -26.9088 25.5051 0.0808
C -11.9343 -27.9832 29.1526 -0.0793
C -11.0175 -28.3442 30.3483 -0.2819
O -11.0916 -29.7183 30.5202 -0.0421
H -11.7154 -26.9325 28.9625 0.0171
H -12.9671 -28.1535 29.4566 0.0813
H -11.7200 -28.5590 28.2522 0.0930
H -11.2684 -27.8644 31.2943 0.1118
H -10.0331 -28.0645 29.9730 0.0911
H -10.2893 -30.0034 30.9638 0.0924
C -11.4397 -23.0126 26.9016 -0.0408
C -10.2920 -23.9240 27.2879 -0.2363
O -9.6955 -24.4678 26.1146 -0.0663
H -11.2020 -22.1713 26.2506 0.1031
H -11.7694 -22.6569 27.8778 0.0902
H -12.3361 -23.5230 26.5495 0.0235
H -10.6719 -24.7754 27.8526 0.0792
H -9.5372 -23.3915 27.8665 0.0933
H -8.9874 -23.8974 25.8068 0.1268
C -15.3879 -28.6700 27.1699 -0.0404
C -14.6498 -27.6883 28.0763 -0.3749
O -14.9734 -27.9809 29.4032 -0.0323
H -15.2666 -28.4028 26.1201 0.0587
H -16.4723 -28.6644 27.2796 0.0897
H -14.8393 -29.5994 27.3228 0.0939
H -14.8958 -26.6605 27.8094 0.0738
H -13.5695 -27.7494 27.9445 0.0652
H -14.5280 -27.3844 30.0094 0.0838
C -15.4922 -25.7963 25.9692 -0.1188
O -14.1577 -26.1282 25.6527 -0.0530
H -16.0619 -26.6510 26.3338 0.0762
H -15.6134 -25.0659 26.7692 0.0950
H -15.9999 -25.4722 25.0607 0.1297
H -14.1734 -26.6492 24.8465 0.1647
C -11.8538 -25.4279 30.9850 -0.2264
O -12.7962 -25.8862 31.9303 -0.0738
H -12.2780 -25.5242 29.9855 0.0200
H -11.6045 -24.3790 31.1452 0.0811
H -10.9565 -26.0451 31.0290 0.0441
H -12.3914 -26.1777 32.7505 0.0865
C -14.3207 -23.9258 29.4242 -0.1131
O -13.5002 -23.3149 28.4813 -0.1654
H -14.6644 -23.3062 30.2526 0.0973
H -15.1740 -24.3590 28.9024 0.0899
H -13.6700 -24.6581 29.9021 0.0449
H -13.2139 -23.9891 27.8607 -0.2018
C -14.2165 -23.4118 25.7214 -0.1598
O -14.7672 -22.4731 24.7924 -0.0755
H -13.5137 -22.8873 26.3688 0.0684
H -15.0025 -23.8079 26.3644 0.0812
H -13.5720 -24.1628 25.2646 0.1197
H -14.2102 -22.3845 24.0156 0.0737
C -12.7001 -25.7357 27.9998 -0.1280
O -13.3440 -24.8049 27.1034 -0.2272
H -12.0609 -25.2407 28.7310 0.0478
H -13.4333 -26.3062 28.5700 0.0612
H -12.0712 -26.4081 27.4163 0.1048
H -13.8727 -25.3759 26.5412 -0.1027
```

Total charge: 0
Lowest unoccupied orbital energy, eV: 0.15
Multiplicity: 1
HOMO level, eV: -8.8
Energy above the lowest of the compared OMol25 structures with the same formula, charge and spin, eV: 17.199
Orbital gap, eV: 8.976